The following is a quantum chemistry calculation of a 14-piece molecular cluster, C28H84O21 overall in a non-equilibrium geometry, from the Open Molecules 2025 dataset.

Cartesian coordinates (Å):
C1 0.20 -2.37 4.05
C2 1.22 -1.34 4.52
O1 0.88 -0.89 5.82
H1 0.51 -2.86 3.12
H2 -0.78 -1.91 3.91
H3 0.04 -3.15 4.79
H4 1.44 -0.52 3.83
H5 2.14 -1.93 4.63
H6 0.44 -0.03 5.73
C3 -4.15 -0.97 -0.33
C4 -4.31 -2.02 -1.43
O2 -5.41 -2.82 -1.04
H7 -3.96 -1.39 0.66
H8 -5.03 -0.32 -0.29
H9 -3.31 -0.31 -0.53
H10 -3.38 -2.59 -1.46
H11 -4.46 -1.50 -2.38
H12 -5.58 -3.54 -1.65
C5 -2.80 -0.61 4.83
C6 -2.05 -0.51 3.51
O3 -0.65 -0.43 3.75
H13 -3.87 -0.51 4.63
H14 -2.53 0.20 5.52
H15 -2.64 -1.58 5.30
H16 -2.39 0.37 2.97
H17 -2.27 -1.40 2.92
H18 -0.26 -0.20 2.90
C7 -2.42 -3.80 0.97
C8 -2.78 -3.89 2.45
O4 -3.35 -5.16 2.74
H19 -3.31 -3.97 0.34
H20 -1.79 -4.64 0.69
H21 -2.01 -2.86 0.59
H22 -3.49 -3.09 2.69
H23 -1.90 -3.74 3.06
H24 -4.28 -5.12 2.50
C9 -1.39 -1.72 -3.40
C10 0.04 -1.27 -3.49
O5 0.08 0.14 -3.39
H25 -1.94 -1.49 -4.31
H26 -1.93 -1.29 -2.55
H27 -1.46 -2.81 -3.29
H28 0.48 -1.66 -4.42
H29 0.64 -1.74 -2.70
H30 1.02 0.40 -3.33
C11 2.22 -3.45 -5.82
C12 1.70 -2.46 -4.78
O6 2.29 -2.73 -3.52
H31 3.28 -3.22 -5.94
H32 1.73 -3.31 -6.79
H33 2.03 -4.48 -5.51
H34 0.62 -2.63 -4.67
H35 1.87 -1.45 -5.18
H36 1.98 -2.04 -2.92
C13 -3.60 3.12 1.04
C14 -3.33 4.62 0.94
O7 -3.73 5.05 -0.36
H37 -3.80 2.87 2.09
H38 -2.78 2.43 0.82
H39 -4.50 2.79 0.52
H40 -2.25 4.77 1.06
H41 -3.80 5.16 1.76
H42 -3.39 5.94 -0.53
C15 0.92 3.24 -0.97
C16 2.23 3.33 -0.25
O8 2.87 2.07 -0.09
O9 -0.04 2.65 -0.10
H43 0.97 2.59 -1.86
H44 0.67 4.26 -1.26
H45 2.05 3.76 0.74
H46 2.91 4.03 -0.74
H47 3.61 2.22 0.54
H48 -0.91 2.68 -0.55
C17 -0.16 -0.94 0.09
C18 1.12 -1.45 -0.53
O10 1.59 -0.60 -1.59
O11 0.04 0.14 1.01
H49 -0.57 -1.75 0.71
H50 -0.88 -0.72 -0.70
H51 0.93 -2.44 -0.95
H52 1.91 -1.52 0.22
H53 1.99 0.20 -1.20
H54 -0.03 1.01 0.54
C19 1.45 -4.82 0.37
C20 1.47 -4.41 -1.08
O12 0.09 -4.15 -1.42
O13 0.95 -6.14 0.56
H55 0.81 -4.15 0.95
H56 2.44 -4.75 0.83
H57 1.85 -5.22 -1.70
H58 2.11 -3.53 -1.23
H59 0.02 -4.18 -2.38
H60 0.10 -6.18 0.11
C21 -2.84 2.00 -2.62
C22 -2.47 3.21 -3.44
O14 -2.35 4.38 -2.60
O15 -1.70 1.54 -1.87
H61 -3.21 1.19 -3.26
H62 -3.60 2.27 -1.89
H63 -3.30 3.47 -4.10
H64 -1.56 3.09 -4.02
H65 -2.99 4.26 -1.86
H66 -1.14 1.11 -2.54
C23 1.46 3.59 4.32
C24 0.45 2.97 3.36
O16 0.10 3.93 2.37
O17 2.30 2.56 4.85
H67 0.94 4.18 5.08
H68 2.16 4.20 3.74
H69 -0.49 2.68 3.84
H70 0.87 2.05 2.95
H71 0.00 3.52 1.50
H72 2.90 2.96 5.49
C25 3.80 2.63 -2.99
C26 2.74 2.68 -4.04
O18 2.42 1.32 -4.40
O19 5.06 2.25 -3.53
H73 3.50 1.97 -2.17
H74 3.97 3.61 -2.54
H75 3.06 3.20 -4.95
H76 1.82 3.18 -3.73
H77 1.74 1.31 -5.09
H78 4.99 1.41 -4.00
C27 4.00 0.66 2.70
C28 4.93 1.85 2.88
O20 4.64 2.88 1.90
O21 4.31 -0.16 1.58
H79 2.99 1.06 2.64
H80 4.04 0.00 3.57
H81 5.92 1.48 2.60
H82 4.96 2.31 3.87
H83 5.35 3.52 1.87
H84 3.97 0.31 0.81

Calculated values
E_HOMO	-8.5408	eV
orbital gap	8.728	eV
energy above the lowest of the compared OMol25 structures with the same formula, charge and spin	134.5	kcal/mol
LUMO	0.2	eV
charge	0

Results of the Mulliken charge analysis, in e, for atoms 1 through 99: atom 1 (C): -0.248, atom 2 (C): 0.040, atom 3 (O): -0.680, atom 4 (H): -0.026, atom 5 (H): -0.050, atom 6 (H): 0.526, atom 7 (H): -0.295, atom 8 (H): 0.592, atom 9 (H): 0.377, atom 10 (C): -0.297, atom 11 (C): -0.177, atom 12 (O): -0.590, atom 13 (H): 0.004, atom 14 (H): 0.476, atom 15 (H): -0.254, atom 16 (H): -0.016, atom 17 (H): 0.512, atom 18 (H): 0.336, atom 19 (C): -1.710, atom 20 (C): 0.838, atom 21 (O): -0.044, atom 22 (H): 0.476, atom 23 (H): 0.351, atom 24 (H): 0.303, atom 25 (H): -0.140, atom 26 (H): -0.525, atom 27 (H): -0.123, atom 28 (C): 0.683, atom 29 (C): -0.206, atom 30 (O): -0.612, atom 31 (H): 0.401, atom 32 (H): 0.136, atom 33 (H): -0.892, atom 34 (H): 0.374, atom 35 (H): -0.004, atom 36 (H): 0.362, atom 37 (C): -1.303, atom 38 (C): 2.085, atom 39 (O): -0.431, atom 40 (H): 0.522, atom 41 (H): -0.368, atom 42 (H): 0.242, atom 43 (H): 0.367, atom 44 (H): -1.915, atom 45 (H): 0.067, atom 46 (C): -1.556, atom 47 (C): 1.284, atom 48 (O): -0.637, atom 49 (H): 0.398, atom 50 (H): 0.375, atom 51 (H): 0.363, atom 52 (H): 0.184, atom 53 (H): -0.112, atom 54 (H): 0.635, atom 55 (C): -0.658, atom 56 (C): -0.328, atom 57 (O): -0.641, atom 58 (H): 0.474, atom 59 (H): -0.238, atom 60 (H): 0.411, atom 61 (H): 0.199, atom 62 (H): 0.406, atom 63 (H): 0.307, atom 64 (C): 0.635, atom 65 (C): -1.436, atom 66 (O): 0.043, atom 67 (O): 0.586, atom 68 (H): -0.820, atom 69 (H): 0.662, atom 70 (H): 0.437, atom 71 (H): 0.555, atom 72 (H): -0.073, atom 73 (H): -0.609, atom 74 (C): 1.679, atom 75 (C): 1.269, atom 76 (O): -0.399, atom 77 (O): 1.541, atom 78 (H): -1.359, atom 79 (H): -0.871, atom 80 (H): -1.607, atom 81 (H): 0.729, atom 82 (H): -0.464, atom 83 (H): -1.051, atom 84 (C): -0.581, atom 85 (C): -0.045, atom 86 (O): -0.562, atom 87 (O): -0.636, atom 88 (H): 0.131, atom 89 (H): 0.477, atom 90 (H): 0.541, atom 91 (H): 0.226, atom 92 (H): 0.195, atom 93 (H): 0.369, atom 94 (C): -0.923, atom 95 (C): -0.549, atom 96 (O): -0.587, atom 97 (O): 1.052, atom 98 (H): 0.314, atom 99 (H): 0.621


The following is a quantum chemistry calculation of C28H84O21 as an isolated structure in a non-equilibrium geometry, from the Open Molecules 2025 dataset.

Cartesian coordinates (Å):
C1 -3.12 1.65 4.84
C2 -3.44 0.50 3.90
O1 -2.64 0.61 2.75
H1 -2.14 1.51 5.31
H2 -3.74 1.71 5.74
H3 -3.08 2.62 4.36
H4 -4.48 0.67 3.58
H5 -3.31 -0.46 4.40
H6 -3.05 0.18 1.96
C3 1.15 -2.85 -2.39
C4 1.91 -3.44 -1.23
O2 2.90 -2.53 -0.77
H7 1.88 -2.51 -3.13
H8 0.45 -2.05 -2.12
H9 0.52 -3.62 -2.84
H10 2.30 -4.43 -1.47
H11 1.17 -3.63 -0.44
H12 3.58 -3.05 -0.31
C5 5.22 0.18 0.26
C6 5.32 1.68 0.10
O3 6.56 2.16 0.59
H13 4.22 -0.16 -0.03
H14 5.49 -0.17 1.26
H15 5.87 -0.44 -0.37
H16 4.49 2.11 0.68
H17 5.09 2.03 -0.91
H18 6.67 3.06 0.29
C7 0.35 4.21 -1.16
C8 1.66 4.95 -1.16
O4 2.71 4.08 -0.73
H19 0.11 3.83 -0.16
H20 0.32 3.37 -1.86
H21 -0.53 4.80 -1.42
H22 1.68 5.86 -0.54
H23 1.91 5.23 -2.18
H24 2.52 3.82 0.20
C9 -1.44 -2.10 3.39
C10 -2.63 -2.87 2.84
O5 -2.44 -4.29 2.86
H25 -1.33 -2.27 4.46
H26 -1.65 -1.04 3.25
H27 -0.46 -2.31 2.96
H28 -2.83 -2.61 1.79
H29 -3.53 -2.64 3.41
H30 -1.97 -4.50 2.04
C11 -2.99 2.63 -1.55
C12 -2.91 3.29 -2.93
O6 -4.20 3.39 -3.49
H31 -3.50 1.67 -1.63
H32 -3.67 3.26 -0.96
H33 -2.01 2.57 -1.09
H34 -2.33 2.59 -3.54
H35 -2.34 4.22 -2.82
H36 -4.21 3.09 -4.40
C13 -0.85 1.06 -4.65
C14 0.52 0.54 -5.04
O7 0.62 -0.01 -6.35
H37 -0.79 1.45 -3.64
H38 -1.51 0.19 -4.61
H39 -1.22 1.76 -5.41
H40 0.90 -0.21 -4.33
H41 1.20 1.40 -4.92
H42 1.56 -0.13 -6.53
C15 -2.29 -3.52 -2.90
C16 -2.04 -2.35 -1.98
O8 -2.75 -2.51 -0.75
O9 -1.85 -4.73 -2.27
H43 -1.81 -3.40 -3.88
H44 -3.37 -3.63 -3.06
H45 -2.39 -1.47 -2.52
H46 -0.98 -2.30 -1.71
H47 -2.75 -3.46 -0.59
H48 -1.73 -5.41 -2.93
C17 1.37 -5.14 -0.05
C18 0.34 -4.11 0.39
O10 -0.98 -4.67 0.45
O11 1.28 -5.31 -1.48
H49 1.04 -6.11 0.35
H50 2.38 -4.86 0.22
H51 0.28 -3.31 -0.36
H52 0.57 -3.68 1.36
H53 -1.14 -5.07 -0.42
H54 2.08 -5.78 -1.75
C19 2.50 -0.38 4.69
C20 3.70 0.17 3.90
O12 3.19 0.91 2.80
O13 1.82 0.63 5.39
H55 2.91 -1.13 5.37
H56 1.90 -0.92 3.96
H57 4.29 -0.67 3.53
H58 4.26 0.81 4.58
H59 2.78 0.31 2.16
H60 1.31 1.05 4.67
C21 3.31 2.16 -3.03
C22 3.34 0.64 -2.94
O14 2.56 0.22 -1.81
O15 3.99 2.85 -2.04
H61 2.29 2.53 -3.20
H62 3.74 2.36 -4.02
H63 4.35 0.30 -2.68
H64 3.01 0.07 -3.81
H65 2.57 -0.75 -1.74
H66 3.44 2.97 -1.24
C23 -5.13 -0.63 0.17
C24 -6.00 0.59 0.47
O16 -7.20 0.58 -0.29
O17 -3.80 -0.51 0.63
H67 -5.12 -0.80 -0.91
H68 -5.65 -1.47 0.65
H69 -5.50 1.54 0.31
H70 -6.25 0.57 1.54
H71 -7.35 -0.32 -0.61
H72 -3.30 -1.19 0.12
C25 1.19 3.69 2.93
C26 -0.16 3.00 3.16
O18 0.03 1.61 3.38
O19 1.87 3.24 1.76
H73 1.88 3.60 3.77
H74 1.03 4.77 2.84
H75 -0.66 3.11 2.19
H76 -0.65 3.52 3.98
H77 -0.82 1.21 3.14
H78 2.20 2.35 1.98
C27 -0.42 0.46 0.26
C28 0.21 -0.69 1.01
O20 1.62 -0.52 1.04
O21 -0.11 0.43 -1.11
H79 -0.05 1.42 0.64
H80 -1.50 0.45 0.40
H81 -0.11 -1.61 0.51
H82 -0.19 -0.76 2.03
H83 2.07 -1.13 0.43
H84 0.86 0.52 -1.22

Calculated values
E_HOMO	-8.7107	eV
orbital gap	8.377	eV
energy above the lowest of the compared OMol25 structures with the same formula, charge and spin	210.1	kcal/mol
LUMO	-0.3	eV
charge	0

Results of the Mulliken charge analysis, in e, for atoms 1 through 99: atom 1 (C): -1.405, atom 2 (C): 0.157, atom 3 (O): -0.052, atom 4 (H): 0.245, atom 5 (H): 0.437, atom 6 (H): 0.266, atom 7 (H): 0.179, atom 8 (H): 0.198, atom 9 (H): 0.071, atom 10 (C): -0.047, atom 11 (C): -0.838, atom 12 (O): -0.671, atom 13 (H): 0.499, atom 14 (H): 0.144, atom 15 (H): 0.532, atom 16 (H): 0.390, atom 17 (H): 1.613, atom 18 (H): 0.378, atom 19 (C): -1.320, atom 20 (C): 0.412, atom 21 (O): -0.633, atom 22 (H): 0.245, atom 23 (H): 0.362, atom 24 (H): 0.431, atom 25 (H): -0.212, atom 26 (H): 0.390, atom 27 (H): 0.364, atom 28 (C): 0.526, atom 29 (C): -0.870, atom 30 (O): -0.344, atom 31 (H): -0.315, atom 32 (H): -0.271, atom 33 (H): 0.388, atom 34 (H): 0.339, atom 35 (H): 0.323, atom 36 (H): 0.544, atom 37 (C): 0.710, atom 38 (C): 0.194, atom 39 (O): -0.684, atom 40 (H): 0.559, atom 41 (H): -0.749, atom 42 (H): -0.094, atom 43 (H): -0.319, atom 44 (H): 0.381, atom 45 (H): 0.408, atom 46 (C): -0.276, atom 47 (C): 0.605, atom 48 (O): -0.577, atom 49 (H): -0.008, atom 50 (H): 0.598, atom 51 (H): -0.292, atom 52 (H): -0.444, atom 53 (H): 0.118, atom 54 (H): 0.350, atom 55 (C): -0.684, atom 56 (C): 0.669, atom 57 (O): -0.620, atom 58 (H): -0.177, atom 59 (H): 0.237, atom 60 (H): 0.513, atom 61 (H): -0.450, atom 62 (H): 0.124, atom 63 (H): 0.345, atom 64 (C): -1.256, atom 65 (C): -0.106, atom 66 (O): -0.575, atom 67 (O): -0.479, atom 68 (H): 0.527, atom 69 (H): 0.482, atom 70 (H): 0.451, atom 71 (H): -1.006, atom 72 (H): 0.317, atom 73 (H): 0.288, atom 74 (C): -1.365, atom 75 (C): 0.799, atom 76 (O): -0.711, atom 77 (O): -0.523, atom 78 (H): 0.595, atom 79 (H): 0.458, atom 80 (H): -0.836, atom 81 (H): -0.094, atom 82 (H): 0.342, atom 83 (H): 0.438, atom 84 (C): -0.047, atom 85 (C): -0.511, atom 86 (O): -0.552, atom 87 (O): -0.671, atom 88 (H): 0.489, atom 89 (H): -0.243, atom 90 (H): 0.308, atom 91 (H): 0.360, atom 92 (H): 0.122, atom 93 (H): 0.214, atom 94 (C): -0.626, atom 95 (C): -0.644, atom 96 (O): 0.433, atom 97 (O): -0.662, atom 98 (H): -0.006, atom 99 (H): 0.400


Question: The lowest orbital gap belongs to which entry?
Answer: number 2


Question: Which value of LUMO does entry 1 give?
Answer: 0.2 eV